112
Properties=species:S:1:pos:R:3 method="wB97M-V/def2-TZVPD" total_charge=-1 largest_force_ev_per_a=4.438 homo_lumo_gap_ev=2.49 de_lowest_kj_mol=1423.9
H 1.325 -13.390 -6.079
C 3.991 -8.405 -7.643
C -2.306 -4.967 0.936
H 9.137 -9.140 -8.962
H 9.516 -6.613 5.563
H 7.597 -10.856 5.755
F 10.827 -14.414 -6.136
S 11.152 -13.294 -3.742
P -0.522 -15.188 -4.895
H 14.330 -10.154 3.591
H 8.346 -10.676 -8.714
H 2.510 -13.329 -4.648
F 3.401 -14.216 0.071
C 4.523 -14.786 0.492
O 4.545 -12.644 2.265
O 6.723 -13.412 1.328
H 7.196 -1.437 1.341
H 13.485 -5.688 1.087
O 7.146 -8.881 -8.814
C 5.942 -9.329 -8.512
O 9.408 -9.912 4.220
C 5.518 -8.259 -2.052
H 7.511 -1.537 7.415
H 15.949 -9.605 3.963
O 7.681 -8.912 -0.467
O -1.385 -14.201 -3.905
H 3.928 -8.841 -6.645
H 12.366 -6.937 0.675
C -1.302 -14.110 -2.472
O 6.389 -6.875 0.155
H 7.207 -10.228 7.377
H -3.351 -4.687 0.804
C 13.290 -6.463 0.345
O 10.277 -13.076 -2.599
S 7.016 -7.662 -0.922
F 6.062 -9.045 -3.027
H 8.426 -0.090 7.060
H 11.306 -6.492 5.806
O 11.682 -12.017 -4.282
H 0.604 -8.444 1.913
H 13.119 -6.123 -0.676
O -0.795 -15.143 -6.365
C 8.253 -9.719 -9.227
H 10.278 -7.242 7.020
C 0.409 -7.383 1.759
O 10.615 -8.324 5.346
H 8.687 -0.934 2.054
O 9.098 -1.125 4.673
H -0.513 -18.509 -5.197
O 5.645 -14.734 3.056
H 1.334 -6.840 1.955
C 8.011 -10.436 6.671
C -3.391 -9.377 1.784
C 7.821 -1.575 2.223
O -2.449 -6.342 0.975
H -2.135 -14.498 -1.887
O 15.809 -9.327 0.012
C 1.494 -13.488 -5.007
C 9.650 -9.307 5.294
F 4.894 -7.272 -2.552
O 9.033 -9.427 6.495
P 14.498 -8.783 0.831
C 7.445 -0.553 6.952
O 7.855 -6.791 -1.760
C -1.248 -17.742 -4.955
Zn 9.973 -11.618 0.687
H 16.319 -10.025 -1.816
F 4.659 -8.983 -1.325
O 15.033 -8.690 2.372
C 15.268 -9.827 3.142
H 3.634 -7.376 -7.644
H -0.547 -14.806 -2.106
P -2.147 -7.113 2.389
F 8.962 -13.519 -5.271
H -1.776 -4.448 1.734
H 16.780 -8.332 -1.469
H -1.898 -4.640 -0.021
H -3.542 -10.052 2.626
H 8.103 -9.898 -10.292
O -2.205 -8.703 2.053
O 5.476 -10.478 -8.556
O 7.018 -0.751 5.610
H 15.111 -8.739 -1.847
C 10.096 -14.216 -5.052
H 0.812 -12.769 -4.553
H 6.705 0.011 7.521
H 3.330 -9.042 -8.231
H -4.282 -8.753 1.718
H 15.643 -10.611 2.483
H -1.966 -18.206 -4.278
H 7.971 -2.640 2.403
C 10.412 -7.100 5.948
C 16.010 -9.093 -1.342
O 14.451 -7.238 0.342
F 4.306 -16.064 0.881
O 5.319 -8.299 -7.956
S 5.465 -13.760 1.931
O -3.124 -6.798 3.482
O 13.215 -9.602 0.561
H -1.876 -17.461 -5.801
H -3.539 -10.000 0.902
H -1.163 -13.111 -2.057
O -0.577 -6.888 2.666
O 7.216 -1.168 3.435
F 9.705 -15.447 -4.559
C 7.913 -1.031 4.562
H 0.112 -7.298 0.713
F 5.359 -14.934 -0.589
O 1.051 -14.754 -4.597
O 12.222 -14.233 -3.380
O -0.724 -16.612 -4.188
H 8.549 -11.224 7.198

=====

75
Properties=species:S:1:pos:R:3 method="wB97M-V/def2-TZVPD" largest_force_ev_per_a=2.078 homo_lumo_gap_ev=8.51 smiles="CC(=O)OCCCNC(=O)OCOC(C)=O.CCN(CC)CC.CCN(CC)CC" de_lowest_kj_mol=30.3
C 10.960 2.670 1.354
H -2.613 -1.095 -3.048
C 7.828 3.895 -0.361
H 2.211 -0.821 1.083
H 12.937 2.154 0.654
C -11.009 0.178 -0.735
H 7.220 3.015 -0.576
C 8.789 1.530 1.122
C -2.025 0.024 -1.295
C -8.456 -0.396 0.933
H 9.048 1.056 2.072
H 11.042 2.199 2.338
H -7.857 0.105 0.167
H -0.530 -2.468 -1.649
H -11.339 -2.322 2.862
H 9.661 3.057 -1.098
H -6.850 -0.199 2.349
H 3.918 0.673 0.902
O -2.098 -1.095 -0.413
O -3.136 -3.047 -0.183
C 2.391 -1.761 0.572
H -9.338 -2.858 1.734
C 9.298 3.546 -0.181
C -9.942 -0.908 -0.916
C -1.841 -0.395 -2.739
H -11.927 -0.219 -0.303
H -9.066 0.388 1.410
H 2.537 -2.539 1.313
H -10.659 0.998 -0.108
H 8.091 -0.227 0.071
C -0.453 -0.950 -3.073
H 11.764 2.292 -0.648
C -4.532 -1.204 -0.775
H -5.341 -1.907 -0.688
N -9.259 -1.402 0.266
N 9.553 2.760 1.010
C -11.035 -1.603 2.100
H 0.228 -0.149 -3.309
N 0.128 -1.823 -2.063
H -11.940 -1.273 1.591
C 4.584 -0.108 1.250
H 8.833 0.958 -0.993
O 3.516 -1.705 -0.280
H 11.767 0.871 0.403
C 11.900 1.952 0.378
C 0.929 -1.226 -1.130
H -4.504 -0.781 -1.772
H -11.269 0.600 -1.708
C -7.510 -0.981 1.971
H -9.174 -0.522 -1.595
H -10.562 -2.990 0.516
H -6.892 -1.766 1.535
H 7.431 4.378 0.533
C 8.905 0.498 -0.007
H -1.168 0.602 -0.979
H 7.734 1.802 1.225
H 5.578 0.291 1.379
H 9.837 -0.063 0.042
O 1.314 -0.076 -1.122
C -10.037 -2.263 1.140
H -10.602 -0.745 2.616
H -0.546 -1.537 -3.981
H -1.988 0.498 -3.340
O 1.288 -2.137 -0.177
O 5.727 -1.784 0.005
C 4.666 -1.268 0.301
C -3.220 -1.859 -0.456
H -8.041 -1.397 2.827
H 4.217 -0.427 2.219
H 9.860 4.479 -0.085
H -4.698 -0.362 -0.109
H 7.712 4.582 -1.200
H -10.386 -1.761 -1.435
H -2.884 0.680 -1.207
H 11.326 3.693 1.490

=====

90
Properties=species:S:1:pos:R:3 method="wB97M-V/def2-TZVPD" largest_force_ev_per_a=7.759 homo_lumo_gap_ev=7.59 de_lowest_kj_mol=0.0
O -2.997 -2.850 -5.757
H 4.246 0.744 -4.420
P 4.426 -1.308 2.522
O 3.051 -1.167 3.044
H 7.113 -1.030 2.312
O 3.706 -1.208 -2.808
C -4.716 0.035 1.439
N -0.602 -0.320 0.439
C -3.109 -2.478 -1.644
P -2.784 -2.653 -4.180
H -2.648 -1.068 -6.777
O -3.745 -2.745 -2.904
H -2.259 -0.049 3.130
H -2.372 0.967 1.730
H -4.674 1.116 1.418
H -4.808 -0.846 -4.130
H -0.169 6.223 -0.473
H -4.739 5.225 -0.101
C 4.454 -3.814 3.319
P -1.891 4.467 0.678
C -3.651 -0.724 1.704
C 2.294 -1.259 -3.066
O -2.973 -2.981 1.448
O -2.714 -1.019 -4.208
O 5.745 0.204 -2.122
C -3.863 -2.181 1.645
O -0.822 3.575 1.573
C 4.655 -2.239 -0.523
H -1.463 4.377 3.381
H 2.103 -0.927 -4.086
P 4.321 -0.034 -1.860
C -0.557 4.002 2.907
H 0.220 4.764 2.931
O 4.871 0.232 2.232
H 3.105 2.100 -4.279
H -1.185 -1.926 -6.225
H 0.340 7.079 0.994
H 0.247 -0.839 0.214
H 1.963 -2.290 -2.960
H -0.202 3.120 3.438
H 4.771 2.286 -3.695
H -4.107 6.683 -0.894
O -3.099 3.951 1.399
O -5.351 -4.037 2.137
O -1.486 -3.248 -3.841
H 7.190 -0.213 3.882
O 4.417 -2.937 2.189
C -5.235 -2.755 1.790
H 5.525 -2.381 -1.162
H 4.566 0.774 4.228
H -2.148 -2.569 -7.574
H 3.843 -2.887 -0.846
H 4.033 -4.759 2.978
H 5.477 -3.980 3.648
O 5.577 -1.490 3.676
H 5.120 2.040 3.108
O -1.310 5.886 1.264
C 6.937 -1.147 3.381
H -0.643 -2.837 1.805
C 3.943 1.591 -3.808
C -6.046 -0.575 1.149
C -6.286 -1.972 1.549
C -1.089 -0.763 1.525
H 1.725 -0.633 -2.380
H -4.504 -4.363 2.470
H 0.662 -1.761 2.232
H -3.890 -2.202 -0.942
O -2.708 5.266 -0.526
O 3.479 1.162 -2.520
C -3.904 -0.247 -4.022
C -2.333 -0.074 2.036
C -2.191 -2.043 -6.623
O -6.928 0.076 0.618
H 4.900 -2.486 0.516
H -1.116 7.598 0.120
C -0.420 -1.882 2.273
C -0.521 6.737 0.422
C -3.912 5.929 -0.131
H 3.856 -3.427 4.142
H -2.401 -1.654 -1.730
H 3.434 1.485 3.048
H 7.578 -1.941 3.761
H -3.915 0.547 -4.767
C 4.463 1.180 3.223
H -0.728 -1.965 3.314
O 4.234 -0.865 -0.487
H -3.796 6.413 0.837
H -3.894 0.197 -3.027
H -7.292 -2.347 1.647
H -2.605 -3.370 -1.283

=====

73
Properties=species:S:1:pos:R:3 method="wB97M-V/def2-TZVPD" total_charge=+1 largest_force_ev_per_a=2.632 homo_lumo_gap_ev=1.40
C -0.557 -3.488 -0.785
C 1.830 -1.034 0.118
H -1.288 0.606 -7.487
H -0.502 -1.840 0.593
C 1.621 -0.487 1.549
P 3.984 -1.587 1.434
H -2.012 -0.223 -4.946
H -1.442 2.332 -1.515
H 2.954 1.212 1.509
O 3.191 -1.037 -0.030
H -3.442 1.678 -2.527
H 0.477 -1.784 3.914
H -0.247 0.501 -2.861
C 1.900 1.009 1.691
H -0.196 0.651 -6.105
H -3.133 0.260 -6.181
C -2.311 0.617 -5.566
C 0.145 2.205 3.160
H -0.719 -2.825 -1.639
H 1.493 0.632 3.760
O 1.432 -2.398 0.044
H -0.285 1.846 5.665
C 1.505 1.498 3.098
C -0.506 -0.275 5.657
C -1.374 2.286 -2.605
Ca -4.159 3.289 -2.754
H 0.568 -0.417 5.513
H -0.699 -0.370 6.728
C -0.072 1.566 -2.983
H 0.773 2.643 -1.298
H -2.541 -3.317 0.079
H -2.419 -4.513 -1.207
C 1.129 -0.229 -0.978
H 1.748 2.686 -2.741
H 0.859 -0.940 -1.757
H -2.332 2.698 -4.921
H 0.206 0.176 -0.546
C -0.954 1.109 5.214
H 4.557 -2.001 2.708
H 4.560 -0.279 1.689
H 0.574 -0.619 1.848
H -0.969 0.359 3.195
H -1.069 2.093 -6.592
H 0.131 1.745 -4.039
H 0.092 -3.360 1.244
C 1.976 0.891 -1.588
H -1.067 -2.354 3.266
H -2.399 0.414 -3.019
H -0.128 2.563 2.162
O -1.241 -1.290 4.999
C -0.505 -2.178 4.184
H -1.943 1.292 5.631
H 3.563 -2.981 1.272
O 2.488 -1.251 2.308
H 5.137 -1.909 0.631
H -1.944 1.788 3.423
C -1.895 -4.081 -0.358
H -1.762 -4.859 0.392
C 1.119 2.033 -2.136
H 2.639 1.300 -0.832
H -3.903 1.925 -4.869
C 0.087 -2.727 0.351
H 0.212 3.095 3.787
H 2.621 0.474 -2.358
H 2.280 2.157 3.486
C -1.145 1.012 -6.491
C -2.833 1.758 -4.671
C -2.565 1.476 -3.154
H -1.360 3.311 -3.002
H 0.118 -4.281 -1.099
H -0.360 -3.136 4.687
H 1.301 1.554 0.960
C -0.991 1.331 3.693

=====

74
Properties=species:S:1:pos:R:3 method="wB97M-V/def2-TZVPD" total_charge=+3 largest_force_ev_per_a=2.184 homo_lumo_gap_ev="4.43 / 7.57" spin_multiplicity=7 de_lowest_kj_mol=3.4
O -0.345 2.668 -1.974
H -0.766 3.113 -1.194
H 4.716 2.298 -2.502
H -1.283 -3.372 -3.088
H 0.992 -3.049 -0.621
H 0.914 5.273 2.530
N 0.912 -2.642 2.387
H -4.164 1.305 -1.012
H -1.104 4.552 3.437
H 2.403 -3.421 0.417
H 0.375 -2.920 -3.837
C 1.037 -1.984 1.232
H 3.023 2.410 -3.094
C -1.273 -1.663 -4.373
C 1.401 -4.005 2.588
H 3.938 -0.059 -3.277
H 3.886 -1.278 -1.961
O 0.540 -0.812 1.149
C 0.868 4.115 -5.095
P 3.234 0.937 -1.144
C -0.909 4.780 -3.022
C -0.694 -2.688 -3.721
Eu 0.257 0.982 -0.414
C -2.823 -0.235 2.149
H 2.370 -0.732 -2.738
H -0.535 5.003 -0.266
H 2.341 -1.884 -0.465
C 0.542 3.148 -4.135
H -2.349 -1.202 2.359
H 5.054 -0.326 -0.114
H -0.825 -1.887 3.341
H -4.886 0.791 0.557
H -3.862 2.262 0.465
C 3.658 2.371 -2.202
H -2.350 -1.466 -4.294
H 1.067 -4.324 3.581
H 3.512 3.292 -1.618
H 4.869 1.291 0.616
P -0.202 3.348 1.535
H -2.098 4.366 0.349
H 1.836 3.762 2.795
H -1.642 4.994 -2.245
H -3.905 -0.317 2.331
C -1.116 3.498 3.129
C 1.733 -2.625 0.073
H -1.174 5.561 1.301
H -2.151 3.158 3.017
H 0.429 -2.585 4.390
C -4.009 1.244 0.074
C -0.542 5.747 -3.969
H 5.678 1.119 -0.971
H -3.919 -1.416 -0.651
C 0.375 5.421 -4.980
H -2.509 -2.157 0.177
H -0.621 2.899 3.904
C 1.257 4.340 2.063
C -2.843 -1.314 -0.446
H 2.503 -4.038 2.550
H -0.700 -1.013 -5.047
H 1.895 4.573 1.202
C 0.258 -1.973 3.502
C 4.871 0.735 -0.331
H 1.535 3.837 -5.919
H 0.954 2.134 -4.144
H 0.707 6.200 -5.678
C -0.281 3.531 -3.084
C -1.088 4.693 0.633
P -2.495 0.270 0.415
H -2.400 0.520 2.828
H 0.675 -0.971 3.660
H -0.960 6.758 -3.908
H 0.995 -4.687 1.825
H -2.294 -1.352 -1.401
C 3.371 -0.412 -2.402

=====

74
Properties=species:S:1:pos:R:3 method="wB97M-V/def2-TZVPD" total_charge=+3 largest_force_ev_per_a=7.781 homo_lumo_gap_ev="4.40 / 3.70" spin_multiplicity=2 de_lowest_kj_mol=448.1
H 1.753 -3.055 -3.094
C 0.750 -4.870 0.170
H -0.911 3.517 2.650
C 1.204 -5.625 -0.913
H 4.529 4.401 2.471
C -3.077 -1.676 0.027
C 1.468 -3.570 -2.180
H 3.508 4.446 3.922
H 3.134 1.382 -1.460
C 3.796 3.794 3.045
H -0.139 3.698 -0.932
H -1.246 2.945 -2.092
H 1.430 5.109 1.355
H 4.802 2.021 1.866
H 0.246 3.724 -2.671
C -1.593 -2.134 -2.324
H 2.663 2.684 -2.580
C 2.420 2.189 -1.633
C 1.006 -2.787 -1.090
H 4.159 2.959 3.663
H -2.752 0.077 2.391
H -3.366 2.445 1.174
C 3.957 1.369 1.566
C 2.592 2.014 1.606
H 4.215 1.166 0.513
H 1.299 0.024 -3.470
H -2.500 -2.285 0.728
H 1.919 -5.521 -2.946
H 0.283 -2.896 0.931
H 0.878 1.639 -4.110
H -1.352 -3.063 -1.804
H 0.467 -5.367 1.096
P -1.097 1.479 1.278
P 0.696 1.517 -1.653
P -1.897 -0.807 -1.083
Ti 0.000 0.000 0.000
H -2.430 1.536 3.366
C 0.613 0.871 -3.375
H -3.618 -0.358 -2.770
H 1.810 -9.441 -1.594
H 0.516 2.473 2.848
O 0.954 -1.474 -1.243
H -3.829 0.683 -1.347
H 4.543 -8.530 -2.708
C -0.194 3.128 -1.863
C -0.204 2.864 2.126
H -2.139 3.560 0.533
C -3.090 0.248 -2.026
H -3.649 -0.942 0.600
H -2.564 1.058 -2.537
H -0.396 0.493 -3.551
H 3.358 -9.152 -0.627
H -1.255 0.183 3.322
H 2.326 5.616 2.665
H 2.528 2.914 -0.821
C 2.858 -9.153 -1.592
N 2.641 3.410 2.201
C 0.649 -3.481 0.091
H 3.974 0.466 2.188
H 1.277 -6.706 -0.845
H 0.336 3.455 1.382
C 3.495 -8.818 -2.711
C 1.562 -4.955 -2.088
H -2.688 2.200 -0.455
H -2.483 -2.278 -2.945
O 1.656 1.246 1.008
C -2.458 2.515 0.563
C 1.802 4.688 2.318
C -1.974 0.763 2.737
H -0.743 -1.876 -2.960
H -0.449 -1.102 1.131
H 1.049 4.642 3.150
H 2.995 -8.819 -3.676
H -3.762 -2.316 -0.541